(1)
Entry from the OMol25 dataset: a structure of composition C25H17Cl2N3O3PtS (ωB97M-V with the def2-TZVPD basis set).

## Properties
multiplicity: 3
ΔE to the lowest compared entry with this formula, charge and spin: 0.00 kcal/mol
LUMO level (spin up / spin down): -0.43 / -1.05 eV

Positions of all 52 atoms, in Å:
Pt -0.6292 -1.5135 -0.4215
C 3.4547 3.7648 -3.2518
C 3.0926 2.3881 -2.7663
C 3.9711 1.6564 -1.9712
C 3.6595 0.3669 -1.5749
C 2.4529 -0.1890 -1.9687
C 1.5553 0.5251 -2.7460
C 1.8799 1.8120 -3.1376
S 2.0638 -1.8590 -1.5095
O 3.2832 -2.6156 -1.5192
O 0.9647 -2.2945 -2.3581
N 1.3712 -1.7967 -0.0450
C 1.8532 -1.5759 1.2110
C 3.1837 -1.4905 1.5782
C 3.5461 -1.2781 2.9160
C 2.6069 -1.1545 3.9048
C 1.2376 -1.2391 3.5800
C 0.2058 -1.1433 4.5389
C -1.1022 -1.2390 4.1491
C -1.3932 -1.4173 2.7877
N -0.4556 -1.5092 1.8770
C 0.8539 -1.4360 2.2328
H 4.1861 4.2376 -2.5980
H 2.5697 4.3971 -3.3145
H 3.8907 3.7039 -4.2514
H 4.9123 2.0944 -1.6624
H 4.3503 -0.2112 -0.9753
H 0.6148 0.0702 -3.0236
H 1.1800 2.3781 -3.7398
H 3.9435 -1.6249 0.8201
H 4.5959 -1.2150 3.1721
H 2.8912 -0.9972 4.9376
H 0.4693 -0.9996 5.5796
H -1.9100 -1.1694 4.8639
H -2.4187 -1.4868 2.4422
Cl -1.4494 3.5444 -0.5831
C -2.6265 2.2831 -0.5290
C -3.9777 2.6028 -0.3908
C -4.9290 1.6170 -0.3345
Cl -6.6037 2.0490 -0.1757
C -4.5607 0.2583 -0.4078
C -5.4592 -0.8247 -0.2941
C -4.9893 -2.1071 -0.3791
C -3.6173 -2.3262 -0.5632
N -2.7529 -1.3385 -0.6520
C -3.1888 -0.0525 -0.5763
C -2.1748 0.9643 -0.6483
O -0.9399 0.6496 -0.8228
H -4.2694 3.6418 -0.3242
H -6.5083 -0.6203 -0.1328
H -5.6617 -2.9496 -0.3044
H -3.2224 -3.3308 -0.6382

Atoms 1-6, force components in eV/Å:
Pt -0.51 0.29 0.62
C -0.01 -0.09 -0.01
C -0.02 0.05 -0.02
C -0.04 -0.02 0.01
C 0.06 -0.03 0.08
C -0.08 -0.32 0.01



(2)
Entry from the OMol25 dataset: a structure of composition C25H17Cl4IN5O6Ti (ωB97M-V with the def2-TZVPD basis set).

## Properties
multiplicity: 2
ΔE to the lowest compared entry with this formula, charge and spin: 43.23 kcal/mol
LUMO level (spin up / spin down): 3.71 / 3.71 eV
net charge: -2

Positions of all 59 atoms, in Å:
Ti -0.2637 0.1496 0.1604
O 0.3197 -1.0886 -1.0202
C 0.7787 -1.6141 -2.0864
C 0.0647 -2.6678 -2.7204
C 0.5420 -3.2996 -3.8401
C 1.7534 -2.9108 -4.4099
C 2.4510 -1.8640 -3.8484
C 2.0096 -1.2066 -2.7006
C 2.7834 -0.1217 -2.1478
N 2.5519 0.3739 -1.0087
C 3.3628 1.4203 -0.4785
C 2.5000 2.3479 0.4022
N 1.7100 1.5067 1.2324
C 1.5170 1.7016 2.4686
C 0.9150 0.6811 3.2917
C 0.5994 0.9086 4.6293
C 0.1843 -0.1140 5.4569
C 0.1379 -1.4147 4.9561
C 0.4346 -1.6705 3.6407
C 0.7369 -0.6261 2.7254
O 0.8874 -0.8708 1.4756
H -0.8788 -2.9532 -2.2707
H -0.0279 -4.1075 -4.2824
H 2.1220 -3.4117 -5.2951
H 3.3846 -1.5476 -4.2979
H 3.6141 0.2399 -2.7973
H 3.8967 2.0073 -1.2536
H 4.1172 0.9549 0.1727
H 1.8303 2.9252 -0.2432
H 3.1497 3.0469 0.9715
H 1.8786 2.6128 2.9886
H 0.6634 1.9215 5.0092
H -0.0793 0.0825 6.4859
H -0.1497 -2.2313 5.6094
H 0.3985 -2.6821 3.2541
Cl -1.9217 4.5443 -4.7757
C -1.9683 3.2238 -3.6607
C -3.0645 2.3867 -3.6218
Cl -4.3941 2.6441 -4.6943
C -3.0921 1.3224 -2.7152
Cl -4.4584 0.2640 -2.6688
C -2.0309 1.0726 -1.8470
O -1.9977 0.1351 -0.9689
C -0.8617 1.9191 -1.9218
O 0.1224 1.6118 -1.1546
C -0.8777 2.9845 -2.8174
Cl 0.5100 4.0172 -2.8799
I -2.5601 -4.9599 2.8285
C -2.3382 -2.9821 2.1467
C -2.9329 -1.8441 2.6698
N -2.4718 -0.7906 2.0087
N -1.5953 -1.2061 1.0926
C -1.4957 -2.5318 1.1415
H -3.6578 -1.7499 3.4542
H -2.7513 0.8901 2.2721
H -0.8429 -3.0801 0.4846
O -2.7092 1.8845 2.4224
N -1.5676 2.3476 1.8006
O -0.9397 1.4208 1.1728

Atoms 1-6, force components in eV/Å:
Ti 0.71 0.07 -0.10
O 0.43 -1.28 -0.63
C 0.59 -0.83 -1.50
C -0.07 0.33 0.52
C 0.17 -0.03 -0.10
C -0.11 -0.16 -0.24



(3)
Entry from the OMol25 dataset: a structure of composition C25H18Br2KN5O9S (ωB97M-V with the def2-TZVPD basis set).

## Properties
multiplicity: 1
LUMO level: 3.54 eV
net charge: -2

Positions of all 61 atoms, in Å:
K 0.4221 -0.6562 0.4714
Br -1.0442 5.0227 -4.6451
C -1.2181 3.8858 -3.1309
C -0.1551 3.9103 -2.1605
C -0.2345 3.1156 -1.0790
N -1.3623 2.3321 -0.9068
C -2.3966 2.2645 -1.8534
C -2.2992 3.0945 -3.0149
C -3.3066 1.3681 -1.3835
C -4.5696 0.8664 -1.8279
C -5.2112 -0.0219 -1.0497
Br -6.8945 -0.7127 -1.5930
C -4.6674 -0.4967 0.2016
C -3.4764 -0.0365 0.6103
N -2.8118 0.9018 -0.1542
H 0.7345 4.4973 -2.3199
H 0.5617 3.0146 -0.3524
H -3.0796 3.0728 -3.7608
H -4.9803 1.2046 -2.7678
H -5.1771 -1.2563 0.7717
H -2.9544 -0.3637 1.4952
O -2.1682 -5.9965 1.9911
C -1.3812 -5.6836 3.0029
O -1.2542 -6.4086 3.9727
C -0.7196 -4.3584 2.9422
C 0.1918 -3.9154 3.8818
N 0.5822 -2.6905 3.5086
N -0.0099 -2.2990 2.3782
C -0.7954 -3.2982 2.0050
C -1.5325 -3.1784 0.6848
O -2.0927 -4.2312 0.2746
O -1.5043 -2.0708 0.1230
H -2.1808 -5.2363 1.2820
H 0.5703 -4.4076 4.7600
H 1.3697 -2.1062 3.8189
C 4.3821 5.4846 3.6845
C 4.1880 4.0110 3.4455
C 5.2653 3.1387 3.4223
C 5.0841 1.7826 3.1661
C 3.8143 1.2901 2.9333
C 2.7251 2.1556 2.9431
C 2.9135 3.4982 3.2051
S 3.5235 -0.4403 2.5657
O 2.7010 -0.8982 3.6953
O 4.8577 -1.0245 2.5206
N 2.6833 -0.4886 1.2790
C 3.3144 0.1358 0.0766
C 2.3805 1.2229 -0.5134
O 2.6733 2.4158 -0.3031
O 1.3521 0.8140 -1.1273
H 5.4196 5.7085 3.9361
H 3.7525 5.8433 4.5017
H 4.1207 6.0644 2.7967
H 6.2656 3.5235 3.5955
H 5.9191 1.0956 3.1346
H 1.7390 1.7739 2.7133
H 2.0607 4.1676 3.1904
H 3.4927 -0.6292 -0.6856
H 4.2754 0.6054 0.3048
O -0.9556 1.3521 1.1874
C -1.6067 1.4953 0.1695

Atoms 1-6, force components in eV/Å:
K -0.50 -0.41 -0.10
Br -0.02 -0.01 -0.01
C 0.17 0.07 0.06
C -0.09 -0.02 -0.08
C -0.07 -0.09 0.02
N 0.14 0.00 0.10



(4)
Entry from the OMol25 dataset: a structure of composition C25H18BrMnN4O5S (ωB97M-V with the def2-TZVPD basis set).

## Properties
multiplicity: 6
ΔE to the lowest compared entry with this formula, charge and spin: 3.21 kcal/mol
LUMO level (spin up / spin down): 2.53 / 2.53 eV
net charge: -1

Positions of all 55 atoms, in Å:
Mn 0.5019 -0.6872 0.1636
O 3.9430 4.4871 0.7228
C 3.2479 3.3309 0.5441
C 2.6403 3.0213 -0.6691
C 1.9497 1.8335 -0.7598
N 1.8414 1.0188 0.2794
C 2.4476 1.2872 1.4291
C 3.1740 2.4450 1.6108
C 2.3060 0.1723 2.4747
O 2.9078 0.3102 3.5388
O 1.5788 -0.7988 2.0753
C 1.3120 1.2918 -2.0425
O 1.2149 2.0598 -3.0102
O 0.9715 0.0739 -1.9466
H 3.9085 4.9931 -0.0932
H 2.7021 3.6697 -1.5359
H 3.6680 2.6405 2.5542
Br -1.4920 -1.8681 1.8969
C -0.4302 -3.3080 2.5753
C -0.5991 -3.5341 3.9055
C 0.0509 -4.6193 4.5255
C 0.8357 -5.4496 3.7879
C 1.0415 -5.2230 2.4055
C 1.8726 -6.1023 1.6674
C 2.0697 -5.9061 0.3375
C 1.4646 -4.8115 -0.3139
C 0.6816 -3.9070 0.3598
C 0.4177 -4.1118 1.7555
H -1.2349 -2.8718 4.4776
H -0.0865 -4.7897 5.5876
H 1.3262 -6.3017 4.2472
H 2.3427 -6.9342 2.1841
H 2.7045 -6.5853 -0.2219
H 1.6484 -4.6320 -1.3660
N -1.6333 -0.0365 -2.5953
C -1.8925 1.0541 -1.8678
S -1.5935 1.1383 -0.2086
N -2.3845 2.0903 -2.6117
C -2.9212 3.3588 -2.3005
C -3.5622 4.0184 -3.3544
C -4.1315 5.2673 -3.1756
C -4.0718 5.8909 -1.9363
C -3.4263 5.2443 -0.8941
C -2.8491 3.9905 -1.0605
H -1.0476 -0.7793 -2.1959
H -1.4582 0.0965 -3.5815
H -2.4411 1.8821 -3.5918
H -3.6125 3.5375 -4.3271
H -4.6260 5.7535 -4.0088
H -4.5206 6.8661 -1.7886
H -3.3603 5.7235 0.0761
H -2.3472 3.5068 -0.2417
N -0.4392 -2.6171 -1.4052
C 0.2919 -2.6859 -0.3533
H -0.9023 -3.4937 -1.7245

Atoms 1-6, force components in eV/Å:
Mn 0.72 0.79 -0.07
O 0.06 0.03 0.07
C -0.04 -0.06 -0.01
C 0.07 0.17 -0.04
C -0.03 -0.08 -0.05
N 0.09 0.06 0.04



Number 1: F_max 1.3 eV Å⁻¹, energy -75940.092 eV. Number 2: F_max 2.0 eV Å⁻¹, energy -127244.482 eV. Number 3: F_max 1.3 eV Å⁻¹, energy -219345.564 eV. Number 4: F_max 1.1 eV Å⁻¹, energy -154618.082 eV.